ORCA calculation (wB97M-V/def2-TZVPD) on a 2-piece molecular cluster, C2H7N2OS overall.

The HOMO energy comes out at -14.5 eV. The calculation puts the energy above the lowest of the compared OMol25 structures with the same formula, charge and spin at 3.015 eV. The net charge is +1.

Element x y z (Å)
C: -1.537 -0.694 -0.109
C: 1.666 1.250 0.263
N: -1.400 0.035 1.094
N: -1.424 -1.876 -0.633
O: 1.065 -0.007 -0.271
S: -2.202 0.823 -0.285
H: 2.805 1.277 0.335
H: 1.600 1.279 1.397
H: 1.186 2.164 -0.134
H: -0.469 0.419 1.203
H: 1.259 -0.071 -1.273
H: -1.539 -2.102 -1.662
H: -1.010 -2.497 0.074

***

ORCA calculation (wB97M-V/def2-TZVPD) on one molecule with the formula C2H7N2P.

The HOMO energy (alpha / beta) comes out at -8.0 / -7.7 eV. The calculation puts the energy above the lowest of the compared OMol25 structures with the same formula, charge and spin at 3.592 eV.

Element x y z (Å)
C: 0.652 -0.347 -0.288
C: -0.706 -0.860 0.209
N: 1.006 0.916 0.291
N: 0.273 1.920 -0.194
P: -1.960 0.488 0.042
H: 1.566 -0.879 -0.020
H: 0.737 -0.010 -1.398
H: -1.105 -1.716 -0.184
H: -0.545 -1.105 1.370
H: 1.135 0.754 1.331
H: -0.027 2.552 0.505
H: -2.050 0.436 -1.309

***

Repeat the first record exactly.
ORCA calculation (wB97M-V/def2-TZVPD) on a 2-piece molecular cluster, C2H7N2OS overall.

The HOMO energy comes out at -14.5 eV. The calculation puts the energy above the lowest of the compared OMol25 structures with the same formula, charge and spin at 3.015 eV. The net charge is +1.

Element x y z (Å)
C: -1.537 -0.694 -0.109
C: 1.666 1.250 0.263
N: -1.400 0.035 1.094
N: -1.424 -1.876 -0.633
O: 1.065 -0.007 -0.271
S: -2.202 0.823 -0.285
H: 2.805 1.277 0.335
H: 1.600 1.279 1.397
H: 1.186 2.164 -0.134
H: -0.469 0.419 1.203
H: 1.259 -0.071 -1.273
H: -1.539 -2.102 -1.662
H: -1.010 -2.497 0.074